Density functional theory data (the ωB97M-V functional and the def2-TZVPD basis) for an isolated molecule of C19H24N2O2S.

Atoms and positions in Å:
C -5.87 -0.52 -0.58
N -4.96 0.30 0.19
C -5.52 1.38 0.97
C -3.62 0.30 -0.13
C -3.07 -0.62 -1.03
C -1.72 -0.63 -1.31
C -0.86 0.28 -0.72
C 0.62 0.26 -1.00
N 1.36 -0.16 0.18
C 1.15 -1.52 0.62
C 1.90 -2.54 -0.29
C 2.75 -3.50 0.54
C 4.01 -2.67 0.76
C 4.12 -1.90 -0.56
O 2.82 -1.89 -1.14
C 2.23 0.60 0.87
O 2.78 0.23 1.89
C 2.51 1.96 0.33
C 2.15 3.16 0.88
C 2.68 4.27 0.18
C 3.45 3.89 -0.88
S 3.54 2.18 -1.05
C -1.39 1.20 0.17
C -2.73 1.22 0.46
H -5.61 -1.58 -0.48
H -5.86 -0.26 -1.64
H -6.88 -0.39 -0.20
H -6.58 1.21 1.11
H -5.05 1.41 1.95
H -5.38 2.35 0.48
H -3.70 -1.34 -1.52
H -1.34 -1.36 -2.01
H 0.96 1.26 -1.28
H 0.86 -0.43 -1.81
H 0.08 -1.74 0.61
H 1.52 -1.58 1.64
H 1.19 -3.05 -0.94
H 2.98 -4.39 -0.05
H 2.26 -3.80 1.46
H 3.87 -1.97 1.59
H 4.90 -3.27 0.96
H 4.80 -2.38 -1.26
H 4.46 -0.86 -0.40
H 1.53 3.24 1.75
H 2.50 5.29 0.45
H 3.98 4.52 -1.57
H -0.73 1.91 0.65
H -3.10 1.96 1.16

The LUMO energy is 0.749 eV. The multiplicity is 1. As for the total charge: 0. The max |F| is 0.61 eV Å⁻¹. Its SMILES is CN(C)c1ccc(CN(C[C@@H]2CCCO2)C(=O)c2cccs2)cc1. The value obtained for the energy relative to the best compared isomer or geometry (same formula, charge and spin) is 163.1 kJ/mol. Its HOMO energy is -0.2806 Ha.



Density functional theory data (the ωB97M-V functional and the def2-TZVPD basis) for a structure of composition C3H2ORu in a non-equilibrium geometry.

Atoms and positions in Å:
H -0.52 1.12 -3.23
C 0.78 -0.16 -1.49
C 0.38 -0.06 -0.20
C -0.01 0.24 0.96
O -0.40 0.61 2.07
H 0.79 -1.23 -1.80
Ru -1.02 -0.52 3.69

The LUMO energy (spin up / spin down) is 3.715 / 3.002 eV. Its expectation value of S² is 8.9257. The multiplicity is 6. As for the total charge: -1. The max |F| is 1.23 eV Å⁻¹. The value obtained for the energy relative to the best compared isomer or geometry (same formula, charge and spin) is 237.9 kJ/mol. Its HOMO energy (spin up / spin down) is -0.0977 / -0.1151 Ha.



Density functional theory data (the ωB97M-V functional and the def2-TZVPD basis) for a structure of composition C5H8O3 in a non-equilibrium geometry.

Atoms and positions in Å:
C -0.66 -1.19 0.94
C -0.42 0.06 1.30
C -0.10 -1.60 -0.40
C -0.07 -0.32 -1.29
C 0.42 0.81 -0.37
O -0.61 0.82 2.47
O -0.04 2.05 -0.54
O 1.74 0.88 -0.32
H -1.21 -1.95 1.41
H 1.07 -1.71 -0.15
H -0.63 -2.42 -0.87
H 0.52 -0.57 -2.16
H -1.07 -0.01 -1.87
H 0.22 1.30 2.64
H -1.04 2.15 -0.88
H 1.91 1.70 0.09

The LUMO energy is 0.551 eV. The multiplicity is 1. As for the total charge: 0. The max |F| is 5.03 eV Å⁻¹. The value obtained for the energy relative to the best compared isomer or geometry (same formula, charge and spin) is 356.6 kJ/mol. Its HOMO energy is -0.3081 Ha.



Density functional theory data (the ωB97M-V functional and the def2-TZVPD basis) for an isolated molecule of C22H25N3O5S in a non-equilibrium geometry.

Atoms and positions in Å:
C 5.98 3.61 0.53
C 6.21 2.10 0.59
O 5.21 1.42 1.33
C 3.98 1.24 0.80
C 3.60 1.52 -0.52
C 2.32 1.24 -0.95
C 1.38 0.70 -0.08
N 0.07 0.36 -0.52
C -0.72 1.41 -1.15
C -2.03 1.63 -0.37
O -2.22 2.62 0.30
N -2.89 0.60 -0.52
C -4.16 0.47 0.09
C -4.44 -0.73 0.73
C -5.66 -0.93 1.35
C -6.61 0.08 1.33
C -6.34 1.26 0.67
C -5.12 1.48 0.02
C -4.90 2.74 -0.74
S 0.10 -1.06 -1.41
O -1.27 -1.49 -1.56
O 0.87 -0.92 -2.61
C 0.94 -2.14 -0.30
C 0.40 -2.75 0.87
C -0.99 -2.63 1.37
N 1.32 -3.44 1.46
O 2.47 -3.33 0.73
C 2.25 -2.54 -0.33
C 3.35 -2.25 -1.26
C 1.74 0.43 1.23
C 3.03 0.69 1.66
H 5.93 4.01 1.54
H 5.05 3.84 0.03
H 6.80 4.08 0.00
H 7.13 1.88 1.13
H 6.30 1.68 -0.42
H 4.31 1.94 -1.22
H 2.04 1.44 -1.97
H -0.94 1.14 -2.19
H -0.16 2.35 -1.14
H -2.51 -0.25 -0.93
H -3.69 -1.51 0.73
H -5.87 -1.87 1.85
H -7.56 -0.06 1.82
H -7.09 2.03 0.63
H -4.46 2.52 -1.72
H -4.21 3.39 -0.21
H -5.84 3.27 -0.89
H -1.19 -1.59 1.64
H -1.68 -2.91 0.58
H -1.12 -3.26 2.24
H 2.94 -1.77 -2.15
H 4.07 -1.58 -0.78
H 3.87 -3.16 -1.53
H 1.02 0.01 1.91
H 3.32 0.47 2.68

The LUMO energy is 0.587 eV. The multiplicity is 1. As for the total charge: 0. The max |F| is 1.46 eV Å⁻¹. Its SMILES is CCOc1ccc(N(CC(=O)Nc2ccccc2C)S(=O)(=O)c2c(C)noc2C)cc1. The value obtained for the energy relative to the best compared isomer or geometry (same formula, charge and spin) is 374.0 kJ/mol. Its HOMO energy is -0.3165 Ha.



Density functional theory data (the ωB97M-V functional and the def2-TZVPD basis) for a structure of composition C47H69CaN5O3SSb.

Atoms and positions in Å:
Ca -1.05 -0.12 0.20
C -4.26 -1.19 5.04
C -4.40 -0.36 3.77
C -5.31 0.85 4.02
C -4.89 -1.15 2.57
C -6.18 -1.66 2.65
C -6.83 -2.18 1.54
C -6.17 -2.13 0.32
C -4.86 -1.67 0.20
C -4.27 -1.73 -1.19
C -3.67 -0.42 -1.70
C -3.30 -2.90 -1.34
C -4.15 -1.25 1.36
N -2.79 -0.95 1.27
C -1.99 -1.34 2.36
C -0.88 -0.68 2.80
N -0.45 0.50 2.22
C 0.54 1.31 2.79
C 0.26 2.69 2.94
C 1.25 3.55 3.38
C 2.52 3.10 3.71
C 2.79 1.74 3.59
C 1.83 0.84 3.13
C 2.24 -0.61 2.94
C 3.44 -0.74 2.00
C 2.52 -1.29 4.28
C -1.15 3.26 2.80
C -2.02 2.84 3.98
C -1.89 2.99 1.48
H -3.88 -0.58 5.87
H -3.57 -2.03 4.90
H -5.23 -1.60 5.35
H -3.42 0.04 3.53
H -6.32 0.54 4.32
H -5.40 1.45 3.11
H -4.90 1.48 4.81
H -6.71 -1.61 3.59
H -7.84 -2.57 1.61
H -6.68 -2.48 -0.57
H -5.11 -1.92 -1.85
H -2.66 -0.28 -1.29
H -4.27 0.44 -1.40
H -3.56 -0.43 -2.78
H -2.47 -2.81 -0.63
H -2.88 -2.96 -2.35
H -3.80 -3.84 -1.13
H -2.29 -2.23 2.91
H -0.38 -1.06 3.68
H 1.02 4.61 3.49
H 3.28 3.78 4.06
H 3.78 1.38 3.84
H 1.41 -1.13 2.48
H 4.35 -0.32 2.45
H 3.26 -0.21 1.06
H 3.65 -1.79 1.77
H 3.34 -0.80 4.81
H 2.80 -2.34 4.13
H 1.64 -1.26 4.93
H -1.02 4.35 2.86
H -2.16 1.76 3.98
H -3.01 3.31 3.91
H -1.56 3.13 4.93
H -2.37 2.01 1.52
H -1.22 3.04 0.61
H -2.68 3.73 1.34
C 1.36 4.56 -0.09
C 2.30 3.71 -0.95
C 3.32 3.05 -0.02
C 3.02 4.63 -1.93
Sb 1.15 2.02 -1.76
C 2.66 0.94 -2.99
C 3.26 -0.11 -2.06
C 1.97 0.24 -4.16
C 3.78 1.81 -3.56
C -0.29 2.88 -3.21
C -1.00 1.73 -3.94
C -1.35 3.60 -2.37
C 0.30 3.84 -4.23
H 1.96 5.29 0.47
H 0.82 3.96 0.65
H 0.64 5.12 -0.69
H 3.87 3.82 0.53
H 4.05 2.45 -0.57
H 2.84 2.41 0.73
H 3.57 5.39 -1.36
H 2.33 5.16 -2.59
H 3.75 4.11 -2.56
H 2.51 -0.79 -1.66
H 3.77 0.35 -1.21
H 4.01 -0.70 -2.60
H 1.11 -0.35 -3.85
H 2.69 -0.45 -4.62
H 1.65 0.94 -4.93
H 4.39 2.26 -2.77
H 3.41 2.60 -4.22
H 4.45 1.17 -4.14
H -1.36 0.96 -3.24
H -0.37 1.25 -4.68
H -1.88 2.13 -4.46
H -1.85 2.91 -1.68
H -2.12 4.01 -3.03
H -0.94 4.42 -1.78
H 1.12 3.39 -4.80
H 0.69 4.74 -3.75
H -0.47 4.15 -4.94
O 5.67 -5.85 -0.26
S 5.60 -6.90 -1.25
O 5.12 -8.18 -0.76
O 6.73 -6.96 -2.16
C 4.22 -6.39 -2.32
N 4.07 -7.04 -3.48
C 3.04 -6.68 -4.23
C 2.15 -5.68 -3.86
C 2.39 -5.07 -2.64
N 3.42 -5.44 -1.88
C 1.56 -3.97 -2.09
C 1.71 -3.61 -0.76
C 0.96 -2.56 -0.27
N 0.12 -1.84 -1.02
C -0.03 -2.20 -2.29
C 0.66 -3.25 -2.87
H 2.91 -7.21 -5.17
H 1.32 -5.41 -4.50
H 2.41 -4.14 -0.14
H 1.05 -2.25 0.77
H -0.72 -1.61 -2.88
H 0.50 -3.47 -3.91

The LUMO energy is 1.338 eV. The multiplicity is 1. As for the total charge: -1. The max |F| is 0.49 eV Å⁻¹. Its HOMO energy is -0.1467 Ha.